Formula: C15H22N4O4S
Source: the Open Molecules 2025 dataset
Level of theory: ωB97M-V/def2-TZVPD

Geometry as XYZ:
```
46
Properties=species:S:1:pos:R:3:forces:R:3:lowdin_charge:R:1
C 0.2226 -2.4988 2.2694 0.23 -0.10 0.10 -0.116
C 1.7374 -2.3277 2.2966 -0.07 0.23 -0.10 -0.256
C 2.2731 -1.5986 1.0635 -0.02 -0.34 0.13 -0.213
C 2.2630 -2.4676 -0.1953 0.14 0.30 0.00 -0.197
C 2.6753 -1.6992 -1.4561 -0.24 -0.11 0.00 -0.159
C 1.4876 -1.1137 -2.2260 0.67 -0.33 -0.29 -0.131
N 0.6866 -0.2354 -1.4171 -0.51 0.18 0.25 -0.006
C -0.5000 -0.4992 -0.8417 0.14 0.15 0.08 -0.586
S -1.3690 -1.9817 -1.0560 -0.26 -0.46 -0.13 1.029
C -2.9039 -1.4604 -0.2490 0.46 0.15 -0.09 -0.330
C -3.3679 -0.1389 -0.8325 -0.22 -0.09 -0.12 -0.616
O -3.2556 0.1829 -1.9825 -0.16 0.03 -0.04 0.099
O -3.9691 0.5929 0.1042 -0.15 -0.16 0.34 -0.051
C -4.4670 1.8559 -0.3222 -0.06 0.19 -0.26 -0.045
N -0.9704 0.5013 -0.1102 0.13 0.22 0.28 0.162
C -0.0345 1.4683 -0.2175 0.81 -0.82 -0.79 -0.199
C 1.0183 1.0456 -1.0191 -0.47 0.50 0.48 -0.072
C 2.1515 1.8755 -1.2879 -0.28 -0.11 0.14 -0.401
O 3.1352 1.6295 -1.9534 0.22 -0.08 -0.18 0.076
N 1.9990 3.1060 -0.6435 0.38 0.23 -0.12 0.210
C 0.9747 3.5719 0.1599 -0.11 -0.15 0.01 -0.479
O 0.9986 4.6762 0.6506 -0.01 0.36 0.16 0.087
N -0.0690 2.6951 0.3679 0.03 0.13 0.05 0.015
C -1.1776 3.1010 1.2045 -0.10 0.23 0.17 0.002
H -0.2632 -1.5304 2.1618 -0.11 0.11 -0.04 0.065
H -0.0866 -3.1335 1.4429 -0.11 -0.04 -0.07 0.046
H -0.1227 -2.9543 3.1948 -0.11 -0.05 0.07 0.070
H 2.0085 -1.7543 3.1862 0.05 -0.07 0.04 0.104
H 2.2156 -3.3063 2.3757 0.08 -0.03 0.08 0.106
H 3.3015 -1.2817 1.2545 0.02 0.08 -0.06 0.116
H 1.6804 -0.6956 0.9107 0.00 0.14 -0.02 0.096
H 2.9558 -3.2965 -0.0378 -0.06 -0.08 0.01 0.115
H 1.2709 -2.8960 -0.3482 -0.04 -0.14 0.04 0.078
H 3.3597 -0.8900 -1.1972 0.07 0.01 -0.07 0.107
H 3.1971 -2.3655 -2.1440 0.06 0.04 -0.07 0.115
H 0.8326 -1.9140 -2.5823 0.07 0.10 -0.06 0.108
H 1.8627 -0.5391 -3.0771 -0.16 -0.11 0.02 0.134
H -2.7445 -1.3700 0.8237 -0.10 -0.01 -0.06 0.087
H -3.6373 -2.2390 -0.4602 0.02 0.02 0.01 0.096
H -4.7971 2.3721 0.5753 0.01 -0.03 -0.03 0.095
H -3.6794 2.4176 -0.8271 -0.06 -0.01 0.04 0.092
H -5.3009 1.7188 -1.0136 0.06 0.05 0.05 0.099
H 2.7557 3.7675 -0.7796 -0.15 -0.11 0.04 0.169
H -1.7346 3.9066 0.7237 -0.02 -0.03 0.06 0.100
H -1.8167 2.2350 1.3535 -0.01 0.03 0.02 0.081
H -0.7965 3.4675 2.1577 -0.08 -0.03 -0.04 0.099
```
Positions in Å, forces in eV/Å.

Computed properties:
* energy above the lowest of the compared OMol25 structures with the same formula, charge and spin: 0.000 eV
* structure (SMILES): CCCCCCn1c(SCC(=O)OC)nc2c1c(=O)[nH]c(=O)n2C
* total charge: 0
* largest force on an atom: 1.4 eV/A
* highest occupied orbital energy: -8.2 eV
* E_LUMO: 0.5 eV



Formula: C15H23B4BrN2O5
Source: the Open Molecules 2025 dataset
Level of theory: ωB97M-V/def2-TZVPD

Geometry as XYZ:
```
50
Properties=species:S:1:pos:R:3:forces:R:3:lowdin_charge:R:1
C 1.4515 -2.1076 -0.9885 0.17 0.19 0.30 -0.060
C 2.9606 -2.1867 -0.7320 -0.11 0.21 0.40 -0.239
O 3.5229 -3.4737 -0.8509 -0.17 0.11 -0.34 0.068
B 3.3285 -4.1557 -2.0413 0.07 -0.34 0.39 -0.425
O 2.2842 -5.0528 -2.1119 -0.68 0.70 0.02 0.170
B 4.3107 -3.9594 -3.4266 1.03 -0.56 0.17 -0.365
O 4.1441 -4.7878 -4.5135 -1.05 0.45 0.22 0.301
B 3.7437 -3.9890 -5.5823 0.33 -0.84 -0.77 -0.539
C 2.3671 -4.2407 -6.2686 0.14 -0.18 0.49 0.061
O 4.6008 -2.9479 -5.9046 -0.60 0.29 0.11 0.256
B 5.2679 -2.4098 -4.8528 1.17 0.77 -0.21 -1.038
Br 6.2829 -0.7833 -5.1149 -0.13 -0.24 0.00 0.806
O 5.2250 -2.9295 -3.5895 -0.67 0.38 0.19 0.235
H 1.2159 -1.7792 -1.9943 -0.10 -0.17 -0.26 0.082
H 0.9529 -3.0387 -0.7523 -0.03 -0.28 -0.07 0.085
H 1.0294 -1.3657 -0.3093 -0.13 0.23 0.01 0.040
H 3.1381 -1.8791 0.2963 0.19 -0.04 0.18 0.101
H 3.4649 -1.4491 -1.3601 0.23 -0.11 -0.17 0.127
H 1.5512 -4.7134 -2.6559 0.42 -0.71 -0.01 0.122
H 2.4415 -4.6839 -7.2554 0.03 0.16 -0.29 0.081
H 1.7776 -3.3296 -6.3022 -0.01 0.23 -0.34 0.077
H 1.8207 -4.9457 -5.6494 -0.12 -0.22 0.02 0.071
C 1.8431 -0.1061 2.8585 -0.04 0.05 -0.08 0.062
N 0.6003 0.7041 2.7829 0.08 -0.08 0.12 -0.065
C 0.2649 1.2700 1.6130 -0.04 0.03 -0.05 0.022
C -0.8922 2.0019 1.4901 -0.08 0.12 -0.08 0.061
C -1.7333 2.1549 2.5895 0.14 -0.14 0.01 -0.125
C -1.3514 1.5707 3.7929 -0.15 0.03 0.02 0.060
C -0.1791 0.8520 3.8636 -0.04 0.02 -0.01 0.034
C -3.0130 2.9031 2.4860 -0.16 0.10 0.04 -0.125
C -4.2201 2.2893 2.8050 0.10 -0.09 0.06 0.059
C -5.3926 3.0082 2.7394 0.04 -0.02 0.01 0.032
N -5.3862 4.2985 2.3748 -0.15 -0.02 0.01 -0.070
C -4.2384 4.9110 2.0440 0.05 0.02 0.00 0.026
C -3.0412 4.2373 2.0877 0.16 -0.01 -0.06 0.061
C -6.6504 5.0780 2.3465 0.07 0.01 -0.02 0.059
H 2.6791 0.5162 2.5510 0.03 -0.03 -0.01 0.121
H 1.7336 -0.9598 2.1937 0.05 -0.02 -0.01 0.102
H 1.9884 -0.4459 3.8776 -0.02 0.01 0.03 0.109
H 0.9401 1.1143 0.7832 0.04 -0.04 0.02 0.156
H -1.1363 2.4317 0.5286 0.00 0.00 -0.02 0.146
H -1.9537 1.6733 4.6848 0.00 -0.01 0.02 0.146
H 0.1503 0.3833 4.7791 0.05 -0.03 -0.01 0.157
H -4.2627 1.2502 3.1002 -0.02 -0.01 0.01 0.146
H -6.3483 2.5673 2.9808 -0.04 0.04 0.00 0.157
H -4.3054 5.9504 1.7550 -0.04 0.01 0.01 0.162
H -2.1356 4.7684 1.8293 0.01 0.01 0.00 0.146
H -6.7861 5.4845 1.3481 -0.01 0.02 0.00 0.118
H -6.5771 5.8771 3.0794 -0.02 0.03 -0.01 0.120
H -7.4790 4.4247 2.5950 0.00 -0.04 0.00 0.107
```
Positions in Å, forces in eV/Å.

Computed properties:
* energy above the lowest of the compared OMol25 structures with the same formula, charge and spin: 0.353 eV
* total charge: +2
* largest force on an atom: 1.4 eV/A
* highest occupied orbital energy: -13.2 eV
* E_LUMO: -7.9 eV



Formula: C15H23BEuN6Si
Source: the Open Molecules 2025 dataset
Level of theory: ωB97M-V/def2-TZVPD

Geometry as XYZ:
```
47
Properties=species:S:1:pos:R:3:forces:R:3:lowdin_charge:R:1
H 0.3391 -1.9013 2.4986 0.05 0.12 0.19 0.105
N -0.2823 -2.2150 0.5300 -0.47 -1.26 -0.23 -0.170
B -1.0904 -3.1439 -1.7704 0.23 -0.31 -0.22 -0.521
N -0.7732 -3.2516 -0.2482 0.86 1.31 1.91 -0.005
C -0.8342 -4.3094 0.5560 0.34 0.06 1.05 -0.073
Eu 0.0349 -0.2714 -0.4350 3.09 -0.43 -4.18 1.357
H -1.1857 -5.2276 0.1492 -0.16 -0.59 0.06 0.113
C -0.3850 -3.9619 1.8434 -0.15 0.11 -0.63 -0.046
H -0.3145 -4.5891 2.6973 -0.03 -0.46 0.36 0.079
C -0.0419 -2.5967 1.7777 -0.96 -2.04 -1.55 -0.117
H -1.6347 -4.1648 -2.0643 -0.09 -0.14 -0.14 0.115
C 1.9909 2.6866 -1.6629 1.39 -0.38 0.44 -0.065
H 2.3998 3.6342 -1.2677 -0.02 -0.52 -0.24 0.025
H 0.9782 2.8892 -1.9540 -0.70 -0.31 0.27 0.002
H 2.5279 2.3775 -2.5700 0.04 0.27 0.24 0.015
N 0.2083 -3.0265 -2.6238 0.42 0.96 0.58 -0.063
N -2.0549 -1.9755 -2.0699 -0.05 2.35 0.82 -0.010
N 1.0852 -1.9702 -2.4433 0.66 -1.22 -1.20 -0.016
N -1.8310 -0.6955 -1.5532 -2.31 -1.12 -1.41 -0.157
C 0.6694 -3.9018 -3.5322 0.92 0.69 -0.05 -0.091
C -3.1739 -1.9329 -2.7940 -0.22 0.94 0.12 -0.068
H 0.0926 -4.7775 -3.7849 0.08 0.02 0.00 0.115
H -3.5146 -2.8291 -3.2707 -0.24 -0.12 -0.19 0.119
C 1.9099 -3.4433 -3.9937 -0.68 0.68 0.83 -0.067
C -3.6980 -0.6305 -2.7675 0.57 -0.27 0.30 -0.050
C 2.1305 -2.2274 -3.2853 -2.08 -1.11 0.52 -0.140
C -2.8129 0.1202 -1.9618 -0.02 -2.51 -0.74 -0.121
H 2.5407 -3.9076 -4.7247 0.11 -0.05 -0.11 0.080
H -4.5830 -0.2757 -3.2446 -0.33 0.02 -0.21 0.082
H 2.9573 -1.5542 -3.3437 0.27 0.26 0.01 0.086
H -2.8211 1.1430 -1.6520 -0.09 0.36 0.05 0.102
H 2.1711 1.8917 -0.8814 -0.69 0.91 -0.74 0.004
C 2.2316 3.2313 3.9945 -0.12 -0.01 -0.07 -0.199
Si 0.5673 3.4148 3.1524 0.07 0.20 0.14 0.367
C -0.7878 3.3231 4.4411 0.07 -0.02 -0.10 -0.199
C 0.4940 5.0825 2.2985 0.00 -0.14 0.04 -0.197
C 0.3480 2.0854 1.9229 -0.01 -0.07 -0.04 -0.253
C 0.1951 1.1873 1.0955 0.26 3.78 4.04 -0.399
H 2.3664 4.0321 4.7337 0.07 -0.19 -0.12 0.030
H 3.0283 3.2899 3.2434 -0.04 -0.04 0.22 0.028
H 2.2777 2.2585 4.4983 0.13 0.19 -0.05 0.029
H -0.6555 4.1239 5.1805 -0.11 -0.18 -0.09 0.030
H -1.7626 3.4356 3.9520 0.10 -0.05 0.21 0.029
H -0.7441 2.3503 4.9451 -0.13 0.20 -0.01 0.029
H 1.2894 5.1415 1.5457 -0.19 0.12 0.09 0.024
H -0.4801 5.1965 1.8079 0.21 0.11 0.03 0.029
H 0.6280 5.8854 3.0358 -0.03 -0.08 -0.23 0.030
```
Positions in Å, forces in eV/Å.

Computed properties:
* total charge: 0
* largest force on an atom: 5.5 eV/A
* 2S+1: 8
* highest occupied orbital energy (spin up / spin down): -6.2 / -8.8 eV
* E_LUMO (spin up / spin down): 0.5 / 0.5 eV



Formula: C15H23BF7N4O5Ti
Source: the Open Molecules 2025 dataset
Level of theory: ωB97M-V/def2-TZVPD

Geometry as XYZ:
```
56
Properties=species:S:1:pos:R:3:forces:R:3:lowdin_charge:R:1
Ti 1.2564 0.6313 3.8475 0.36 -0.85 -0.74 0.875
B -0.0629 -0.5864 1.6225 -1.26 0.08 -0.43 -1.322
F 1.2444 0.0003 1.7235 0.50 0.19 0.25 -0.027
F -0.9654 0.4919 1.7280 0.24 -0.15 0.15 0.098
F -0.2369 -1.2734 0.4457 0.35 0.09 0.21 0.170
F -0.2181 -1.4108 2.7567 0.41 0.35 0.24 0.091
C 3.8316 1.9438 0.4180 0.55 -0.27 -0.03 -0.053
C 3.5313 1.0314 -0.7554 -0.06 0.04 0.70 -0.187
O 4.2632 1.4837 -1.9045 -0.03 0.08 -0.28 0.036
C 3.5660 1.8110 -2.9836 -0.21 -0.14 0.09 -0.386
O 2.3791 1.7919 -3.1067 -0.08 0.10 -0.08 0.170
C 4.5070 2.1586 -4.1516 0.39 0.03 0.31 -0.552
F 4.7705 1.0319 -4.8276 -0.03 0.05 -0.12 0.169
F 3.9545 3.0426 -4.9626 -0.10 -0.02 -0.14 0.191
F 5.6723 2.6568 -3.7119 -0.10 -0.02 -0.11 0.160
H 3.3365 2.9114 0.3743 -0.18 -0.07 -0.06 0.081
H 4.9081 2.1301 0.4517 -0.02 0.03 0.03 0.084
H 3.5737 1.4047 1.3288 -0.21 0.22 0.07 0.036
H 2.4619 0.9697 -0.9346 0.02 0.01 -0.33 0.116
H 3.9053 0.0294 -0.5476 -0.03 -0.05 -0.05 0.123
C -3.1996 -2.2294 2.2627 0.38 -0.27 0.19 -0.041
O -4.3505 -2.7179 1.5714 0.05 0.17 -0.04 0.004
C -5.4355 -1.9427 1.6225 -0.02 -0.11 -0.06 -0.614
O -5.5690 -0.9533 2.2906 0.02 0.13 0.05 0.122
O -6.3485 -2.4767 0.8154 0.05 0.05 -0.16 0.006
C -7.5828 -1.7587 0.7274 -0.01 0.17 0.34 -0.032
H -2.5577 -1.6432 1.6083 -0.23 0.05 -0.19 0.072
H -2.6574 -3.1223 2.5686 0.04 0.07 0.07 0.098
H -3.4476 -1.6272 3.1326 -0.21 -0.05 -0.03 0.098
H -7.4234 -0.6886 0.8374 0.11 -0.01 -0.08 0.093
H -8.2313 -2.0845 1.5410 -0.13 -0.05 -0.15 0.097
H -8.0052 -1.9757 -0.2463 -0.05 -0.14 0.01 0.093
C -1.5708 -3.5918 -0.9036 -0.02 -0.02 0.21 -0.061
C -2.3822 -2.6860 -1.7053 -0.05 0.18 0.04 -0.270
N -3.0303 -1.9722 -2.3300 0.09 -0.13 0.05 0.156
H -1.7327 -4.6073 -1.2583 0.14 -0.06 0.07 0.085
H -1.8501 -3.5140 0.1453 -0.23 -0.08 -0.05 0.062
H -0.5191 -3.3172 -0.9317 0.00 -0.04 -0.31 0.075
C -0.3928 3.6900 0.9138 -0.36 -0.60 0.17 -0.076
C -1.3376 4.3514 0.0244 0.30 0.03 0.41 -0.283
N -2.0554 4.8746 -0.6956 -0.31 0.22 -0.27 0.139
H 0.0143 4.3470 1.6782 0.20 0.28 -0.33 0.078
H 0.3671 3.2185 0.2923 0.26 0.12 0.21 0.071
H -0.8981 2.8938 1.4654 -0.08 -0.05 -0.23 0.062
C 5.8019 -1.5113 1.8893 0.00 -0.14 0.12 -0.035
C 4.6049 -1.0069 2.5468 0.14 -0.21 -0.03 -0.229
N 3.6556 -0.6231 3.0554 -0.58 0.48 0.42 0.142
H 6.0783 -0.8323 1.0857 0.09 -0.06 -0.04 0.086
H 5.6152 -2.5108 1.4997 -0.11 0.08 -0.14 0.095
H 6.6155 -1.6005 2.6071 0.00 0.18 0.01 0.092
C -0.9444 0.6992 -2.2158 0.29 0.21 -0.39 -0.065
C -2.0700 1.2493 -2.9611 0.04 -0.09 0.28 -0.291
N -2.9083 1.7070 -3.5930 -0.22 0.09 -0.12 0.127
H -0.7955 1.2063 -1.2650 -0.14 0.06 0.02 0.066
H -0.0706 0.8689 -2.8485 0.15 -0.10 0.22 0.068
H -1.0652 -0.3626 -2.0378 -0.12 -0.04 -0.01 0.038
```
Positions in Å, forces in eV/Å.

Computed properties:
* total charge: 0
* largest force on an atom: 1.3 eV/A
* 2S+1: 4
* highest occupied orbital energy (spin up / spin down): -7.7 / -10.6 eV
* E_LUMO (spin up / spin down): -1.1 / -1.0 eV



Formula: C15H23BaCl3NO2P
Source: the Open Molecules 2025 dataset
Level of theory: ωB97M-V/def2-TZVPD

Geometry as XYZ:
```
46
Properties=species:S:1:pos:R:3:forces:R:3:lowdin_charge:R:1
C 3.4452 -1.5660 0.5164 1.54 -1.08 0.29 -0.099
C 3.3812 -0.3856 -0.2117 -0.29 1.37 -0.86 -0.065
C 2.1574 0.3062 -0.2556 0.59 -1.55 0.75 -0.300
C 1.1369 -0.3133 0.4668 -1.50 1.66 -2.10 -0.417
C 1.1557 -1.4512 1.1894 0.53 -1.52 0.32 -0.370
C 2.3741 -2.1244 1.2227 -0.20 -0.85 0.48 -0.056
C 1.9663 1.5769 -1.1054 0.08 -0.24 0.08 -0.138
C 0.6245 1.7093 -1.8881 0.19 -0.22 -0.04 -0.288
N 0.6357 1.1076 -3.2054 0.15 0.40 -0.33 -0.281
Ba -0.6947 1.1939 0.8911 0.14 0.71 0.01 1.624
C -0.1658 -2.0408 1.8028 0.85 -0.24 -0.19 -0.313
P -1.5557 -1.6949 0.6659 0.19 1.58 -0.89 0.708
H 4.2134 0.0525 -0.8167 -0.31 -0.85 0.72 0.116
H 2.4232 -3.1016 1.7666 0.47 0.87 -0.57 0.117
H 4.4169 -2.1044 0.5233 -0.76 0.35 0.03 0.105
H -0.3985 -1.5890 2.7839 0.12 -0.22 -0.25 0.085
H -0.0672 -3.1299 1.9085 0.10 0.15 0.34 0.083
H 2.0875 2.5042 -0.4982 0.04 -0.58 -0.20 0.116
H 2.7908 1.5744 -1.8500 -0.55 0.27 0.31 0.123
H -0.2318 1.2146 -1.3887 0.36 0.17 -0.15 -0.001
C -3.1182 -2.2493 1.4224 -0.02 -0.29 0.06 -0.296
C -1.2292 -2.6929 -0.8390 -0.25 -0.03 0.17 -0.270
H 0.3769 2.7896 -1.9671 0.13 -0.58 -0.18 0.123
C 0.6485 -0.3518 -3.2000 -0.03 0.16 -0.12 -0.074
C -0.4310 1.6581 -4.0314 0.31 -0.06 0.13 -0.105
H -3.0498 1.5359 1.0329 -0.85 0.21 -0.94 -0.050
H 0.7142 -0.6792 -4.2447 0.08 -0.06 0.24 0.089
H 1.5129 -0.7298 -2.6389 -0.23 0.12 -0.17 0.090
H -0.2693 -0.8077 -2.7669 0.19 0.31 -0.03 0.074
H -0.3078 1.2721 -5.0457 -0.16 0.13 0.03 0.084
H -1.4495 1.4022 -3.6747 0.14 -0.04 -0.01 0.087
H -0.3356 2.7535 -4.0365 -0.08 -0.32 -0.16 0.085
H -1.2836 -3.7507 -0.5452 0.08 0.07 -0.55 0.043
H -1.9961 -2.4233 -1.6020 0.50 -0.42 0.53 0.047
H -0.2278 -2.4247 -1.2411 -0.65 -0.26 0.46 0.036
H -3.0178 -3.3346 1.6001 -0.68 0.38 0.24 0.040
H -3.2747 -1.6609 2.3694 0.13 -0.77 -0.86 0.044
H -3.9463 -2.0045 0.7060 0.69 -0.40 0.71 0.051
H -2.9613 1.6181 0.2819 -1.07 -0.07 0.64 0.003
Cl -1.7733 4.0369 4.8937 -0.11 -0.23 -0.13 0.661
C -1.3933 2.8651 3.6599 0.10 0.20 0.08 -1.420
Cl -2.5858 1.5079 3.6792 0.14 0.43 -0.17 0.583
Cl -1.4711 3.7518 2.0352 -0.28 0.78 1.12 0.458
C 0.0450 2.2288 3.8450 2.59 -0.54 1.14 -0.822
O 0.7186 2.5937 4.8071 -1.47 0.15 -0.89 0.028
O 0.4103 1.3574 2.9827 -0.94 0.95 0.92 -0.337
```
Positions in Å, forces in eV/Å.

Computed properties:
* energy above the lowest of the compared OMol25 structures with the same formula, charge and spin: 0.000 eV
* total charge: 0
* largest force on an atom: 3.1 eV/A
* highest occupied orbital energy: -6.6 eV
* E_LUMO: -0.4 eV